A structure of composition C36H37F3O3P2SZr. Source: the Open Molecules 2025 dataset; level of theory: ωB97M-V with the def2-TZVPD basis set.

Last column: Mulliken charge in e.
Atoms and positions in Å:
C: -2.173 2.798 5.550  -1.0170
H: 0.019 3.045 -1.624  0.4203
H: -2.776 -2.876 2.597  0.5705
H: 3.980 1.447 -0.915  0.4890
H: -3.317 -0.519 6.184  0.4079
H: 4.123 3.105 -5.650  0.4222
H: 2.360 -0.613 -6.972  0.4237
Zr: 0.718 -1.878 0.751  1.1950
C: -1.770 -1.314 1.500  0.8147
H: 3.724 1.422 -7.454  0.3899
C: -3.431 1.417 3.302  -1.5242
H: -2.060 -1.864 -4.248  0.3506
C: 3.236 2.239 -0.781  -0.2104
C: -2.379 -2.571 1.624  -0.6883
C: -0.862 -0.361 -2.626  -0.6616
C: -0.893 -4.745 -5.602  -0.4008
F: 0.536 -0.181 5.442  -0.1415
H: -3.022 3.316 5.056  0.3706
F: 1.347 -2.020 6.241  -0.1772
C: -0.299 -2.916 -3.507  0.6338
H: 0.655 5.127 -0.441  0.4312
C: 3.563 2.190 -5.445  -0.7779
C: 2.579 0.110 -6.181  -0.8096
H: 4.557 3.456 0.413  0.4397
P: 0.168 -1.771 -2.073  0.8816
C: 3.567 3.381 -0.050  -0.8455
H: 3.366 -1.077 1.131  0.5068
C: -1.720 -3.648 -5.384  -0.7626
H: 1.442 -4.156 -3.177  0.3841
C: -2.437 -3.451 0.529  -1.0663
S: 1.473 -1.524 3.426  1.1698
H: 2.368 0.286 0.757  0.4859
C: 1.013 3.135 -1.193  -0.4388
H: -1.084 0.195 -0.059  0.5751
H: 0.908 -5.784 -4.988  0.3971
C: -2.203 1.926 2.524  0.5217
H: 2.886 5.308 0.675  0.4228
H: -0.437 1.741 -3.147  1.0494
C: 2.629 4.415 0.090  -0.5397
C: -0.977 2.119 3.368  -0.2353
C: -2.715 1.581 6.380  -0.5969
C: 2.090 -0.124 -4.888  -0.0994
P: 1.553 0.516 -2.164  0.6167
C: -1.666 -3.209 -0.604  -0.6755
H: -3.250 -0.714 3.783  0.2582
H: -3.864 2.267 3.808  0.5628
F: -0.569 -2.079 5.174  -0.1759
H: 1.487 -1.014 -4.694  0.1378
O: 0.483 -0.699 2.607  -0.4715
H: -1.759 -0.672 2.386  -0.2893
H: -3.576 1.940 6.984  0.3636
C: 0.652 -1.513 5.207  0.6926
C: 3.069 1.962 -4.148  -0.4597
C: -0.992 2.548 4.642  -0.6050
C: 1.366 4.299 -0.510  -0.8116
O: 1.507 -2.830 2.597  -0.7918
H: -2.435 2.870 2.032  0.6116
C: 0.244 -4.929 -4.815  -0.7389
H: -0.033 2.911 5.043  0.4461
C: 3.324 1.253 -6.454  -0.4718
H: -3.076 -4.328 0.572  0.4733
C: 2.333 0.803 -3.846  0.5664
C: -1.411 -2.732 -4.363  -0.1625
H: 2.927 -0.765 -0.541  0.7153
C: -0.152 0.801 -2.694  -1.2669
C: 1.944 2.100 -1.330  0.6211
H: -1.803 3.524 6.293  0.4006
H: -2.613 -3.494 -5.994  0.4198
H: -1.993 1.216 1.715  -0.7696
C: 0.546 -4.019 -3.785  -0.4244
O: 2.725 -0.855 3.668  -0.5151
H: 3.236 2.719 -3.381  0.2954
C: 2.538 -0.740 0.478  -1.4809
C: -1.025 -1.946 -0.683  0.1545
H: -0.015 2.045 2.845  0.5257
H: -1.674 -3.854 -1.496  0.5365
H: -1.928 -0.489 -2.783  0.8028
H: -1.928 1.271 7.104  0.3315
C: -3.118 0.380 5.574  -0.6479
C: -3.224 0.291 4.237  0.3203
C: -1.277 -0.857 0.235  -0.7572
H: -1.130 -5.460 -6.390  0.4098
H: -4.173 1.121 2.558  0.4931

Results
max |F| = 3.7 eV/A
total energy = -82899.700 eV
total charge = +2
E_LUMO = -8.577 eV